# 1
The following is a quantum chemistry calculation of a 2-piece molecular cluster, C3H4O2 overall, from the OMol25 dataset.

Each line ends with the Löwdin charge.
Geometry (Å):
C (-2.96, -0.31, 0.17)  0.018
C (-0.88, -1.29, -0.33)  -0.090
C (0.53, 0.44, 0.00)  -0.101
O (-3.77, 0.46, -0.04)  0.077
O (0.00, -0.77, 0.40)  -0.199
H (-1.29, -2.22, 0.08)  0.016
H (0.40, 1.21, 0.75)  0.089
H (0.31, 0.52, -1.02)  0.059
H (1.68, 0.30, 0.24)  0.132

Values from the calculation:
**HOMO energy**: -8.169 eV
**LUMO energy**: 0.7 eV

***

# 2
The following is a quantum chemistry calculation of C19H24N2O6 as an isolated structure, from the OMol25 dataset.

Each line ends with the Löwdin charge.
Geometry (Å):
C (3.27, 0.24, -5.69)  -0.042
C (2.11, -0.87, -5.81)  -0.218
H (2.57, -1.96, -5.63)  0.156
H (1.71, -0.83, -6.93)  0.146
O (0.80, -0.64, -5.17)  -0.060
C (1.10, -0.86, -3.86)  -0.266
C (2.26, -1.41, -3.26)  0.087
C (2.06, -1.95, -1.85)  0.056
C (0.99, -1.60, -1.10)  -0.172
C (-0.05, -0.82, -1.61)  0.109
C (0.12, -0.72, -3.00)  -0.117
O (-1.16, -0.08, -3.53)  -0.133
C (-1.28, 1.10, -4.54)  -0.090
C (-0.11, 2.13, -4.15)  -0.064
H (-0.59, 2.60, -3.29)  0.048
H (0.96, 1.94, -4.16)  0.053
H (-0.29, 3.08, -4.99)  0.139
H (-0.73, 0.60, -5.47)  0.133
H (-2.16, 1.23, -4.48)  -0.007
H (-0.73, -0.50, -1.07)  0.048
C (1.02, -1.90, 0.35)  -0.313
O (2.33, -1.96, 0.98)  -0.152
N (-0.02, -2.16, 1.01)  0.080
H (-0.78, -1.85, 0.44)  0.124
C (-0.39, -2.49, 2.41)  0.068
C (-1.30, -1.23, 3.02)  -0.238
O (-2.05, -0.36, 2.19)  -0.080
O (-1.30, -1.40, 4.33)  0.036
C (-2.16, -0.27, 4.83)  -0.045
C (-1.65, 1.09, 5.08)  -0.220
C (-1.94, 2.02, 4.34)  -0.323
O (-1.29, 3.09, 4.71)  0.059
N (-0.36, 2.67, 5.81)  0.244
C (-0.74, 1.52, 5.90)  -0.388
C (0.00, 0.66, 6.93)  0.018
H (-0.58, 0.12, 7.82)  0.135
H (0.64, 1.10, 7.47)  -0.025
H (0.70, -0.15, 6.55)  0.109
C (-2.85, 2.38, 3.20)  0.074
H (-2.65, 1.54, 2.40)  0.117
H (-2.57, 3.52, 2.83)  0.173
H (-3.65, 2.48, 3.49)  -0.077
H (-2.42, -0.76, 5.78)  0.129
H (-3.21, -0.18, 4.24)  0.190
H (-0.60, -3.33, 2.59)  0.001
H (0.64, -1.97, 2.99)  0.220
H (2.95, -2.24, -1.29)  0.116
H (2.95, -1.73, -3.65)  -0.046
H (3.53, 0.07, -4.70)  0.022
H (4.15, -0.03, -6.53)  0.154
H (2.75, 1.10, -5.94)  0.032

Values from the calculation:
**HOMO energy**: -8.527 eV
**LUMO energy**: 0.4 eV

***

# 3
The following is a quantum chemistry calculation of C36H38N13S3W as an isolated structure, from the OMol25 dataset.

Each line ends with the Löwdin charge.
Geometry (Å):
W (-1.14, -0.84, -0.02)  1.386
C (0.86, 4.55, 4.50)  -0.043
C (0.57, 3.25, 3.78)  -0.271
C (1.10, 2.04, 4.20)  -0.028
C (0.84, 0.87, 3.53)  -0.002
C (-0.01, 0.81, 2.41)  -0.202
N (-0.27, -0.40, 1.78)  -0.155
C (0.41, -1.53, 2.31)  -0.321
C (-0.01, -2.19, 3.46)  -0.014
C (0.69, -3.29, 3.92)  -0.018
C (1.81, -3.78, 3.25)  -0.256
C (2.56, -4.98, 3.76)  -0.041
C (2.22, -3.13, 2.09)  0.023
C (1.52, -2.01, 1.64)  -0.153
N (1.93, -1.37, 0.43)  -0.040
C (3.18, -1.18, -0.01)  -0.036
C (3.11, -0.56, -1.24)  -0.021
C (1.74, -0.41, -1.48)  -0.115
N (1.03, -0.89, -0.47)  -0.049
C (-0.52, 2.05, 1.97)  -0.094
C (-0.21, 3.23, 2.65)  0.009
N (-1.36, 2.20, 0.80)  -0.032
C (-2.09, 3.30, 0.53)  -0.012
C (-2.66, 3.15, -0.71)  -0.006
C (-2.25, 1.90, -1.15)  -0.336
N (-1.47, 1.31, -0.22)  -0.047
H (1.29, 4.37, 5.48)  0.078
H (-0.05, 5.13, 4.64)  0.081
H (1.56, 5.17, 3.93)  0.086
H (1.76, 2.02, 5.06)  0.119
H (1.29, -0.04, 3.88)  0.110
H (-0.88, -1.82, 3.97)  0.131
H (0.35, -3.80, 4.82)  0.121
H (2.86, -4.83, 4.80)  0.086
H (3.45, -5.18, 3.17)  0.077
H (1.93, -5.87, 3.73)  0.086
H (3.06, -3.50, 1.52)  0.117
H (4.03, -1.48, 0.58)  0.139
H (3.92, -0.25, -1.87)  0.111
H (1.24, 0.04, -2.32)  0.089
H (-0.57, 4.18, 2.27)  0.110
H (-2.17, 4.11, 1.22)  0.130
H (-3.28, 3.85, -1.23)  0.128
H (-3.40, 2.12, -2.83)  0.170
S (-0.21, 2.94, -3.30)  0.198
C (-2.91, 1.26, -2.37)  -0.233
C (-4.00, 0.35, -1.87)  -0.021
C (-4.30, -0.82, -2.43)  -0.179
C (-5.29, -1.66, -1.80)  -0.129
N (-6.07, -2.30, -1.25)  0.222
C (-3.56, -1.30, -3.61)  -0.186
C (-2.54, -0.58, -4.10)  -0.083
C (-2.11, 0.64, -3.48)  -0.575
S (-0.81, 1.33, -4.18)  0.553
C (-3.84, -2.61, -4.13)  -0.172
N (-4.03, -3.68, -4.50)  0.194
H (-4.56, 0.69, -1.01)  0.102
H (-1.98, -0.96, -4.95)  0.128
C (1.92, -3.55, -3.71)  -0.070
C (1.66, -4.69, -2.73)  -0.403
C (2.52, -4.55, -1.48)  -0.068
C (0.18, -4.80, -2.36)  -0.142
N (-0.31, -3.66, -1.59)  -0.111
C (-0.67, -3.79, -0.23)  -0.262
N (-1.10, -2.88, 0.53)  -0.096
N (-1.24, -1.71, -1.65)  -0.172
N (-0.88, -2.67, -2.35)  0.033
H (2.97, -3.53, -4.00)  0.083
H (1.68, -2.59, -3.26)  0.050
H (1.32, -3.66, -4.62)  0.082
H (1.91, -5.63, -3.22)  0.139
H (2.27, -3.62, -0.95)  0.048
H (3.58, -4.50, -1.74)  0.086
H (2.38, -5.38, -0.79)  0.084
H (0.02, -5.69, -1.75)  0.120
H (-0.44, -4.88, -3.26)  0.126
H (-0.56, -4.83, 0.09)  0.126
C (-6.69, -2.73, 1.93)  -0.056
N (-5.67, -1.76, 1.53)  -0.044
C (-4.38, -1.97, 1.28)  -0.759
S (-3.42, -0.53, 1.13)  0.695
N (-3.85, -3.17, 1.15)  -0.006
C (-4.50, -4.38, 0.67)  -0.055
H (-7.36, -2.25, 2.64)  0.093
H (-6.22, -3.57, 2.44)  0.085
H (-7.26, -3.09, 1.08)  0.078
H (-5.98, -0.81, 1.41)  0.117
H (-2.82, -3.18, 1.14)  0.053
H (-5.44, -4.15, 0.18)  0.052
H (-4.65, -5.12, 1.46)  0.088
H (-3.84, -4.82, -0.09)  0.089

Values from the calculation:
**HOMO energy (spin up / spin down)**: -9.108 / -9.926 eV
**2S+1**: 3
**LUMO energy (spin up / spin down)**: -4.2 / -4.2 eV
**Charge**: +1

***

# 4
The following is a quantum chemistry calculation of a 2-piece molecular cluster, C4H6N2O overall, from the OMol25 dataset.

Each line ends with the Löwdin charge.
Geometry (Å):
O (-2.83, 1.45, 0.93)  0.123
C (-1.94, 0.55, 0.53)  -0.451
C (-1.42, -0.32, -0.25)  0.037
N (-0.67, 0.14, 1.05)  0.051
H (-3.50, 1.54, 0.24)  0.128
H (-1.14, -0.85, -1.14)  0.063
H (-0.83, -0.57, 1.78)  0.070
C (2.27, 0.00, -0.21)  -0.079
C (1.66, -0.95, -1.14)  -0.286
N (1.15, -1.69, -1.87)  0.121
H (3.13, 0.49, -0.68)  0.080
H (2.60, -0.52, 0.69)  0.084
H (1.52, 0.73, 0.09)  0.059

Values from the calculation:
**HOMO energy**: -8.275 eV
**SMILES**: OC1=CN1.CC#N
**LUMO energy**: 0.5 eV

***

# 5
The following is a quantum chemistry calculation of C9H9AuF3I2LuO7S2 as an isolated structure, from the OMol25 dataset.

Each line ends with the Löwdin charge.
Geometry (Å):
I (-1.58, -0.94, 3.65)  0.608
I (-1.07, -3.65, 4.50)  0.954
Lu (-0.16, 0.14, 1.36)  1.054
Au (0.38, 0.98, -1.84)  0.951
S (-1.51, -0.03, -0.91)  0.558
C (1.78, 1.18, -3.22)  -0.079
C (1.54, 2.51, -1.41)  -0.172
C (-1.66, -1.75, -1.61)  -0.889
C (-2.10, -2.65, -0.46)  -0.100
C (-0.31, -2.11, -2.20)  -0.116
C (-2.73, -1.74, -2.69)  -0.060
C (2.08, 0.56, 2.16)  -0.109
C (1.35, -1.77, 1.02)  -0.038
O (2.16, 3.47, -1.45)  0.301
O (2.57, 1.33, -4.05)  0.326
O (3.13, 0.39, 2.59)  0.240
O (1.99, -2.70, 0.82)  0.231
H (-2.24, -3.65, -0.87)  0.124
H (-3.06, -2.31, -0.06)  0.105
H (-1.36, -2.72, 0.34)  0.045
H (-0.35, -3.12, -2.60)  0.130
H (0.47, -2.09, -1.44)  0.039
H (-0.08, -1.39, -2.99)  0.064
H (-2.84, -2.76, -3.07)  0.130
H (-2.48, -1.08, -3.52)  0.106
H (-3.70, -1.43, -2.28)  0.110
F (2.58, 4.50, 3.39)  0.195
C (1.50, 3.70, 3.33)  -0.569
F (1.79, 2.58, 4.05)  0.120
F (0.45, 4.32, 3.91)  0.173
S (0.98, 3.19, 1.61)  0.589
O (0.37, 4.31, 0.94)  -0.168
O (2.18, 2.58, 1.07)  -0.324
O (-0.08, 2.14, 1.95)  -0.531

Values from the calculation:
**HOMO energy (spin up / spin down)**: -22.932 / -22.943 eV
**2S+1**: 3
**LUMO energy (spin up / spin down)**: -17.9 / -18.4 eV
**Charge**: +4